The following is a quantum chemistry calculation of a 3-piece molecular cluster, C4H15NO2 overall in a non-equilibrium geometry, from OMol25.

The geometry in XYZ format:
```
22
C4H15NO2, DFT the ωB97M-V functional and the def2-TZVPD basis
C 1.30 -3.25 0.05
C 0.97 -2.02 -0.81
C 1.12 -0.73 -0.04
C 0.77 0.51 -0.89
N 0.65 1.64 0.03
H 0.40 -3.75 0.43
H 1.91 -2.95 0.90
H 1.81 -4.07 -0.47
H 1.56 -2.06 -1.73
H -0.07 -2.06 -1.13
H 0.44 -0.72 0.81
H 2.13 -0.59 0.36
H -0.17 0.30 -1.41
H 1.58 0.54 -1.61
H 1.45 2.25 -0.11
H -0.21 2.17 -0.07
H -1.01 2.33 1.57
H -0.42 1.73 2.83
O -1.25 2.05 2.46
H -2.38 1.17 -0.22
H -3.30 0.46 -1.23
O -2.91 1.33 -1.02
```

Output
HOMO energy (alpha / beta)	1.02 / -5.85	eV
energy above the lowest of the compared OMol25 structures with the same formula, charge and spin	43.6	kJ/mol
⟨S²⟩	0.751
multiplicity	2
charge	-1
E_tot	-366.57390	hartree